Below is a 10-piece molecular cluster, C26H75N3O17 overall in a non-equilibrium geometry, with properties calculated with ωB97M-V/def2-TZVPD.

The geometry in ORCA input format:
```
! RIJCOSX wB97M-V def2-TZVPD def2/J DEFGRID3
* xyz 0 1
C -4.714 -2.842 5.648
C -3.437 -2.260 5.179
C -3.432 -0.704 5.259
O -3.363 -0.181 6.628
C -2.635 0.994 6.528
N -2.354 -2.845 6.018
H -4.707 -3.873 5.293
H -5.580 -2.335 5.223
H -4.889 -2.870 6.724
H -3.281 -2.575 4.147
H -4.323 -0.411 4.704
H -2.562 -0.536 4.624
H -1.678 0.906 6.013
H -2.490 1.370 7.541
H -3.214 1.742 5.988
H -2.513 -2.379 6.899
H -1.434 -2.536 5.741
C 2.360 5.809 1.530
C 1.930 6.304 2.973
C 2.979 6.436 4.046
O 2.383 6.879 5.302
C 3.455 7.534 6.127
N 1.315 7.542 2.772
H 1.498 5.847 0.863
H 2.718 4.792 1.693
H 3.227 6.236 1.026
H 1.119 5.738 3.431
H 3.679 7.218 3.752
H 3.634 5.568 4.120
H 3.081 7.808 7.114
H 3.918 8.307 5.514
H 4.251 6.836 6.385
H 1.059 7.841 3.702
H 0.500 7.345 2.208
C -5.527 -3.399 -5.255
C -6.377 -2.308 -5.781
C -7.681 -2.002 -5.061
O -8.553 -1.216 -5.986
C -9.435 -0.355 -5.273
N -5.570 -1.106 -5.915
H -4.846 -3.779 -6.016
H -6.068 -4.271 -4.889
H -4.949 -3.073 -4.390
H -6.731 -2.432 -6.805
H -7.434 -1.397 -4.189
H -8.250 -2.894 -4.799
H -10.029 -1.087 -4.725
H -10.160 0.189 -5.879
H -8.812 0.410 -4.810
H -5.914 -0.326 -6.456
H -5.773 -0.763 -4.987
C 7.907 0.675 -2.165
C 8.977 0.050 -3.105
O 9.000 -1.385 -3.030
O 6.593 0.531 -2.738
H 8.028 1.739 -1.961
H 7.830 0.317 -1.138
H 9.922 0.473 -2.763
H 8.834 0.336 -4.147
H 9.590 -1.726 -2.354
H 6.300 -0.355 -2.965
C -1.429 -6.506 0.874
C -2.527 -7.438 0.448
O -3.160 -7.999 1.619
O -0.738 -6.008 -0.283
H -0.697 -7.058 1.463
H -1.866 -5.651 1.390
H -1.943 -8.217 -0.043
H -3.319 -7.008 -0.165
H -2.569 -8.611 2.063
H 0.061 -5.590 0.048
C -3.400 3.931 -1.950
C -4.123 2.848 -2.885
O -4.714 1.785 -2.024
O -4.487 4.473 -1.211
H -3.000 4.786 -2.496
H -2.627 3.436 -1.363
H -3.301 2.500 -3.511
H -4.865 3.282 -3.555
H -4.010 1.238 -1.669
H -5.027 3.740 -0.906
C 5.244 -4.628 -2.450
C 5.589 -4.461 -0.994
O 4.461 -4.763 -0.190
O 4.580 -3.494 -3.000
H 4.593 -5.499 -2.521
H 6.201 -4.652 -2.971
H 6.052 -3.519 -0.702
H 6.362 -5.207 -0.808
H 4.459 -5.723 -0.171
H 3.930 -3.793 -3.640
C 3.834 0.772 6.320
C 3.502 -0.600 6.925
O 2.637 -1.365 6.055
O 4.317 0.692 4.974
H 4.465 1.398 6.951
H 3.000 1.472 6.375
H 3.001 -0.531 7.891
H 4.455 -1.128 6.959
H 3.080 -1.236 5.214
H 4.239 1.568 4.590
C 1.015 -0.652 -0.066
C 0.061 -1.097 -1.203
O -1.259 -1.572 -0.769
O 1.237 -1.635 0.975
H 0.585 0.217 0.433
H 1.887 -0.368 -0.656
H 0.519 -2.019 -1.563
H 0.020 -0.381 -2.023
H -1.098 -2.368 -0.258
H 1.860 -2.296 0.666
C 1.564 2.780 -6.096
C 2.534 3.228 -7.243
O 2.149 2.773 -8.581
O 0.255 3.140 -6.550
H 1.928 3.152 -5.138
H 1.411 1.701 -6.088
H 3.528 2.851 -6.999
H 2.585 4.317 -7.217
H 1.430 3.342 -8.864
H 0.159 4.096 -6.551
*
```

Results
orbital gap	9.09	eV
E_LUMO	0.029	eV
relative energy (zero: lowest compared OMol25 entry of this formula, charge and spin)	121.9	kcal/mol
electronic energy	-67445.78530	eV

Löwdin population analysis, charges in e, atoms 1 to 99:
1 C -0.091
2 C -0.440
3 C -0.180
4 O -0.163
5 C -0.155
6 N 0.042
7 H 0.079
8 H 0.078
9 H 0.084
10 H 0.135
11 H 0.119
12 H 0.112
13 H 0.085
14 H 0.089
15 H 0.086
16 H 0.057
17 H 0.063
18 C -0.035
19 C -0.471
20 C -0.209
21 O -0.198
22 C -0.058
23 N 0.013
24 H 0.069
25 H 0.061
26 H 0.072
27 H 0.135
28 H 0.113
29 H 0.120
30 H 0.082
31 H 0.081
32 H 0.074
33 H 0.074
34 H 0.079
35 C -0.067
36 C -0.479
37 C -0.156
38 O -0.220
39 C -0.113
40 N 0.040
41 H 0.082
42 H 0.076
43 H 0.082
44 H 0.138
45 H 0.115
46 H 0.123
47 H 0.087
48 H 0.080
49 H 0.087
50 H 0.073
51 H 0.054
52 C -0.218
53 C -0.216
54 O -0.078
55 O -0.094
56 H 0.111
57 H 0.109
58 H 0.107
59 H 0.120
60 H 0.080
61 H 0.076
62 C -0.254
63 C -0.231
64 O -0.075
65 O -0.080
66 H 0.122
67 H 0.120
68 H 0.118
69 H 0.130
70 H 0.078
71 H 0.073
72 C -0.219
73 C -0.175
74 O -0.090
75 O -0.091
76 H 0.113
77 H 0.105
78 H 0.099
79 H 0.114
80 H 0.076
81 H 0.067
82 C -0.245
83 C -0.256
84 O -0.067
85 O -0.068
86 H 0.125
87 H 0.117
88 H 0.125
89 H 0.114
90 H 0.080
91 H 0.080
92 C -0.252
93 C -0.212
94 O -0.074
95 O -0.064
96 H 0.109
97 H 0.110
98 H 0.122
99 H 0.112

Below is a 10-piece molecular cluster, C26H75N3O17 overall in a non-equilibrium geometry, with properties calculated with ωB97M-V/def2-TZVPD.

The geometry in ORCA input format:
```
! RIJCOSX wB97M-V def2-TZVPD def2/J DEFGRID3
* xyz 0 1
C -3.288 4.108 -2.080
C -1.849 3.770 -2.313
O -1.233 4.533 -3.388
O -3.448 5.500 -1.538
H -3.728 3.476 -1.309
H -3.974 3.962 -2.914
H -1.874 2.714 -2.580
H -1.264 3.824 -1.395
H -0.290 4.399 -3.264
H -3.172 6.185 -2.152
C 1.655 3.021 1.806
C 2.532 2.110 0.884
O 3.200 1.158 1.687
O 2.369 3.785 2.756
H 0.926 2.426 2.354
H 1.072 3.710 1.195
H 3.239 2.708 0.309
H 1.884 1.636 0.147
H 3.590 1.731 2.351
H 2.510 3.206 3.508
C 0.072 -5.396 0.644
C 1.088 -4.194 0.691
O 0.357 -3.036 0.342
O -0.883 -5.303 1.690
H 0.566 -6.365 0.716
H -0.254 -5.339 -0.395
H 1.989 -4.378 0.106
H 1.494 -4.126 1.701
H 0.779 -2.282 0.760
H -1.356 -6.138 1.669
C -4.109 -1.612 0.306
C -2.779 -2.140 0.814
O -3.035 -3.508 1.177
O -3.879 -0.364 -0.351
H -4.842 -1.557 1.110
H -4.487 -2.367 -0.385
H -2.320 -1.561 1.615
H -2.034 -2.046 0.024
H -2.219 -4.004 1.267
H -4.760 -0.021 -0.518
C 2.087 -1.658 3.954
C 1.078 -0.970 3.035
O 1.385 -0.935 1.654
O 3.287 -0.839 4.027
H 2.377 -2.649 3.604
H 1.669 -1.815 4.948
H 0.787 0.047 3.298
H 0.191 -1.559 3.266
H 2.190 -0.413 1.693
H 3.925 -1.412 4.459
C -1.017 1.091 0.197
C -0.550 0.364 -1.016
O 0.201 1.104 -1.886
O -2.199 1.863 0.075
H -0.245 1.809 0.473
H -1.124 0.420 1.049
H -1.387 -0.124 -1.515
H 0.109 -0.432 -0.670
H 0.231 0.633 -2.722
H -2.904 1.240 -0.118
C 1.882 4.053 -4.437
C 2.391 3.332 -3.152
O 1.505 3.468 -2.026
O 0.803 3.298 -5.048
H 2.771 4.225 -5.044
H 1.529 4.999 -4.027
H 3.198 3.948 -2.754
H 2.863 2.352 -3.221
H 0.951 2.693 -1.907
H 0.609 3.729 -5.883
C -1.922 -0.527 7.690
C -2.100 -1.501 6.482
C -2.671 -0.844 5.200
O -1.761 0.081 4.644
C -2.191 1.101 3.754
N -0.704 -1.985 6.211
H -1.321 0.348 7.442
H -1.523 -1.056 8.555
H -2.847 -0.049 8.011
H -2.718 -2.300 6.892
H -3.611 -0.307 5.319
H -2.852 -1.670 4.512
H -2.916 0.641 3.083
H -1.278 1.475 3.289
H -2.631 1.923 4.318
H -0.762 -2.911 5.813
H -0.489 -1.389 5.424
C -0.920 -1.685 -4.840
C -0.792 -0.213 -5.175
C -2.023 0.644 -4.650
O -3.202 0.368 -5.378
C -4.454 0.834 -4.733
N 0.424 0.282 -4.641
H -0.863 -1.781 -3.756
H -0.123 -2.266 -5.304
H -1.839 -2.088 -5.266
H -0.788 -0.146 -6.263
H -1.720 1.688 -4.577
H -2.123 0.428 -3.586
H -4.615 0.237 -3.836
H -5.271 0.574 -5.406
H -4.590 1.900 -4.549
H 0.488 1.274 -4.817
H 1.131 -0.113 -5.244
C 4.875 -2.319 0.797
C 5.091 -1.329 -0.354
C 3.750 -0.988 -1.126
O 3.421 -2.080 -1.975
C 2.209 -1.941 -2.735
N 5.507 -0.109 0.273
H 4.045 -2.052 1.451
H 5.767 -2.566 1.373
H 4.532 -3.276 0.403
H 5.934 -1.514 -1.019
H 3.945 -0.097 -1.723
H 2.937 -0.714 -0.454
H 1.988 -2.897 -3.209
H 2.213 -1.128 -3.461
H 1.347 -1.738 -2.100
H 4.921 0.161 1.050
H 6.259 -0.466 0.844
*
```

Results
orbital gap	9.58	eV
E_LUMO	0.465	eV
relative energy (zero: lowest compared OMol25 entry of this formula, charge and spin)	26.0	kcal/mol
electronic energy	-67449.94615	eV

Löwdin population analysis, charges in e, atoms 1 to 99:
1 C -0.185
2 C -0.236
3 O -0.067
4 O -0.091
5 H 0.104
6 H 0.105
7 H 0.086
8 H 0.118
9 H 0.023
10 H 0.064
11 C -0.226
12 C -0.193
13 O -0.098
14 O -0.042
15 H 0.100
16 H 0.123
17 H 0.127
18 H 0.094
19 H 0.096
20 H 0.082
21 C -0.216
22 C -0.220
23 O -0.072
24 O -0.063
25 H 0.114
26 H 0.117
27 H 0.111
28 H 0.104
29 H 0.019
30 H 0.099
31 C -0.209
32 C -0.230
33 O -0.064
34 O -0.079
35 H 0.124
36 H 0.123
37 H 0.103
38 H 0.103
39 H 0.029
40 H 0.097
41 C -0.193
42 C -0.215
43 O -0.084
44 O -0.074
45 H 0.114
46 H 0.104
47 H 0.115
48 H 0.112
49 H 0.039
50 H 0.080
51 C -0.219
52 C -0.262
53 O -0.074
54 O -0.059
55 H 0.098
56 H 0.099
57 H 0.115
58 H 0.097
59 H 0.042
60 H 0.040
61 C -0.190
62 C -0.207
63 O -0.090
64 O -0.085
65 H 0.117
66 H 0.115
67 H 0.114
68 H 0.117
69 H 0.020
70 H 0.096
71 C -0.078
72 C -0.365
73 C -0.192
74 O -0.238
75 C -0.063
76 N 0.041
77 H 0.070
78 H 0.070
79 H 0.064
80 H 0.131
81 H 0.124
82 H 0.117
83 H 0.088
84 H 0.073
85 H 0.093
86 H 0.066
87 H 0.022
88 C -0.051
89 C -0.429
90 C -0.188
91 O -0.169
92 C -0.051
93 N 0.043
94 H 0.075
95 H 0.076
96 H 0.082
97 H 0.136
98 H 0.111
99 H 0.100

Which formula does entry 1 have?
C26H75N3O17

Among the records above, which one has the highest electronic energy?
number 1

relative energy (zero: lowest compared OMol25 entry of this formula, charge and spin) of number 1 (C26H75N3O17)?
121.9 kcal/mol